Formula: C57H50N10O14
Source: the Open Molecules 2025 dataset
Level of theory: the ωB97M-V functional and the def2-TZVPD basis

F_max, eV/Å: 4.45
Structure (SMILES): O=[N+]([O-])c1ccccc1.O=[N+]([O-])c1ccccc1.O=[N+]([O-])c1ccccc1.O=[N+]([O-])c1ccccc1.O=[N+]([O-])c1ccccc1.O=[N+]([O-])c1ccccc1.O=[N+]([O-])c1ccccc1.c1ccncc1.c1ccncc1.c1ccncc1
Gap between HOMO and LUMO, hartree: 0.3040
LUMO level, eV: -0.941
E_HOMO, eV: -9.2

Positions of all 131 atoms, in Å:
O -5.776 6.829 18.775
N -6.045 5.682 18.456
O -5.379 5.155 17.582
C -7.081 5.034 19.273
C -7.946 5.691 20.116
C -8.931 5.030 20.843
C -9.108 3.599 20.719
C -8.251 2.928 19.791
C -7.355 3.658 19.031
H -7.893 6.766 20.202
H -9.535 5.740 21.389
H -9.816 3.144 21.396
H -8.226 1.857 19.656
H -6.827 3.182 18.218
O -8.273 7.072 16.618
N -8.873 6.031 16.398
O -9.207 5.303 17.333
C -9.138 5.763 14.942
C -10.232 4.955 14.507
C -10.473 4.852 13.170
C -9.704 5.412 12.214
C -8.744 6.325 12.602
C -8.415 6.443 13.956
H -10.928 4.458 15.167
H -11.330 4.275 12.855
H -9.976 5.409 11.169
H -8.314 6.953 11.836
H -7.693 7.178 14.278
O -4.029 14.760 16.903
N -4.339 14.843 15.674
O -5.318 15.475 15.249
C -3.505 14.123 14.694
C -3.852 14.114 13.323
C -3.156 13.351 12.403
C -2.054 12.574 12.854
C -1.613 12.691 14.174
C -2.351 13.396 15.148
H -4.712 14.645 12.943
H -3.411 13.402 11.355
H -1.545 11.932 12.150
H -0.725 12.141 14.449
H -2.100 13.188 16.178
O -3.942 4.157 14.682
N -5.132 3.988 14.749
O -5.879 4.827 14.314
C -5.643 2.808 15.551
C -4.779 2.017 16.281
C -5.337 1.019 17.093
C -6.704 0.756 17.070
C -7.519 1.470 16.235
C -6.943 2.535 15.492
H -3.718 2.212 16.325
H -4.693 0.474 17.767
H -7.218 0.020 17.671
H -8.580 1.299 16.128
H -7.652 3.163 14.975
O 2.065 7.231 11.147
N 1.089 7.514 10.528
O 0.296 8.319 10.930
C 0.864 6.790 9.247
C 1.736 5.861 8.747
C 1.642 5.296 7.514
C 0.555 5.684 6.738
C -0.392 6.648 7.188
C -0.293 7.137 8.481
H 2.508 5.508 9.415
H 2.346 4.551 7.175
H 0.423 5.217 5.773
H -1.304 6.948 6.694
H -1.065 7.790 8.860
O -1.961 10.563 20.843
N -2.917 10.460 19.998
O -2.805 9.896 18.844
C -4.336 10.671 20.482
C -5.439 10.437 19.640
C -6.804 10.717 19.981
C -7.100 11.230 21.216
C -6.016 11.582 22.114
C -4.652 11.300 21.723
H -5.367 9.998 18.656
H -7.496 10.529 19.173
H -8.137 11.372 21.480
H -6.106 12.026 23.095
H -3.852 11.623 22.372
O -2.397 9.416 11.624
N -2.917 8.387 11.885
O -3.127 7.367 11.177
C -3.354 8.300 13.306
C -2.662 9.133 14.252
C -3.003 9.033 15.576
C -4.045 8.256 16.053
C -4.794 7.532 15.130
C -4.470 7.497 13.760
H -1.928 9.889 14.015
H -2.454 9.601 16.313
H -4.286 8.250 17.106
H -5.629 6.982 15.538
H -5.065 6.827 13.157
C -2.701 10.954 6.224
C -2.872 10.394 7.467
C -3.549 11.141 8.436
N -4.092 12.303 8.232
C -4.009 12.854 6.995
C -3.257 12.234 6.011
H -2.242 10.419 5.406
H -2.418 9.458 7.754
H -3.646 10.655 9.396
H -4.498 13.797 6.802
H -3.164 12.684 5.034
C -3.701 6.063 7.385
C -3.556 5.523 6.119
C -3.370 4.183 5.933
N -3.492 3.251 6.914
C -3.694 3.749 8.205
C -3.706 5.125 8.452
H -3.751 7.137 7.488
H -3.431 6.208 5.294
H -3.415 3.890 4.895
H -3.724 3.028 9.008
H -3.722 5.461 9.478
C -7.167 10.393 16.011
C -6.941 11.706 16.383
C -7.857 12.736 16.068
N -8.964 12.525 15.377
C -9.148 11.254 14.931
C -8.266 10.181 15.283
H -6.573 9.528 16.266
H -6.093 11.992 16.989
H -7.605 13.769 16.256
H -10.034 11.002 14.367
H -8.577 9.219 14.904

Löwdin atomic charge list, values in e, 6 entries: 0.06, -0.32, 0.08, -0.14, -0.04, -0.05